Formula: C19H44NO2P2STl
Source: the OMol25 dataset
Level of theory: the ωB97M-V functional and the def2-TZVPD basis

Positions of all 70 atoms, in Å:
Tl1 0.82 0.56 0.66
P1 -1.13 2.36 -0.02
P2 2.02 -1.51 -0.68
N1 0.08 0.45 -2.29
C1 -1.46 2.38 -1.86
H1 -2.50 2.68 -2.02
H2 -0.83 3.11 -2.35
C2 -1.29 0.99 -2.45
H3 -1.92 0.24 -1.96
H4 -1.54 1.00 -3.51
C3 0.26 -0.90 -2.77
H5 0.05 -0.95 -3.85
H6 -0.51 -1.50 -2.27
C4 1.65 -1.45 -2.51
H7 2.43 -0.87 -3.04
H8 1.71 -2.47 -2.92
C5 1.54 -3.19 -0.08
C6 1.50 -3.25 1.46
H9 1.01 -4.20 1.77
H10 0.92 -2.42 1.90
H11 2.52 -3.25 1.89
C7 3.85 -1.36 -0.54
C8 4.39 -1.56 0.89
H12 5.43 -1.26 0.88
H13 4.35 -2.63 1.21
H14 3.86 -0.94 1.65
C9 -0.56 4.06 0.39
C10 -0.36 4.32 1.89
H15 0.15 5.27 1.99
H16 0.23 3.55 2.40
H17 -1.36 4.42 2.42
C11 -2.75 2.10 0.83
C12 -2.56 1.75 2.33
H18 -3.52 1.40 2.73
H19 -2.25 2.65 2.90
H20 -1.81 0.95 2.48
C13 1.56 0.59 3.77
C14 4.65 -2.17 -1.56
H21 4.69 -3.23 -1.31
H22 4.29 -2.05 -2.57
H23 5.68 -1.79 -1.51
C15 -1.30 5.18 -0.30
H24 -0.71 6.09 -0.17
H25 -1.44 5.03 -1.36
H26 -2.29 5.37 0.16
C16 -3.75 3.23 0.67
H27 -4.73 2.89 0.98
H28 -3.50 4.09 1.33
H29 -3.83 3.60 -0.36
C17 2.38 -4.34 -0.63
H30 3.37 -4.40 -0.13
H31 1.87 -5.28 -0.44
H32 2.54 -4.27 -1.72
H33 0.50 -3.32 -0.44
H34 -3.17 1.20 0.34
H35 3.98 -0.29 -0.78
H36 0.48 4.03 -0.05
O1 1.58 0.43 4.92
H37 0.74 1.08 -2.72
H38 1.64 0.88 2.25
C18 -3.77 -1.41 0.56
S1 -2.19 -1.98 1.22
C19 -2.09 -3.48 0.22
O2 -1.10 -1.01 0.68
H39 -4.48 -2.24 0.56
H40 -3.61 -1.05 -0.46
H41 -4.15 -0.63 1.22
H42 -1.88 -3.19 -0.82
H43 -1.31 -4.12 0.64
H44 -3.04 -4.01 0.27

* total energy: -2208.337825 hartree
* charge: +2
* LUMO energy: -0.220 Eh
* relative energy (zero: lowest compared OMol25 entry of this formula, charge and spin): 0.0 kJ/mol
* Kohn-Sham gap: 7.77 eV

Quick look at the Mulliken charges, all values in e: number 1, Tl, carries 1.35; number 2, P, carries 0.11; number 3, P, carries 0.09; number 4, N, carries 0.08; number 5, C, carries -1.01; number 6, H, carries 0.40; number 7, H, carries 0.63; number 8, C, carries -0.84; number 9, H, carries 0.03; number 10, H, carries 0.52; number 11, C, carries -0.81; number 12, H, carries 0.51; number 13, H, carries 0.03; number 14, C, carries -0.97; number 15, H, carries 0.57; number 16, H, carries 0.40; number 17, C, carries 1.16; number 18, C, carries -1.24; number 19, H, carries 0.45; number 20, H, carries 0.14; number 21, H, carries 0.29; number 22, C, carries 0.71; number 23, C, carries -1.42; number 24, H, carries 0.53; number 25, H, carries 0.22; number 26, H, carries 0.20; number 27, C, carries 0.78; number 28, C, carries -1.44; number 29, H, carries 0.51; number 30, H, carries 0.24; number 31, H, carries 0.21; number 32, C, carries 1.15; number 33, C, carries -1.23; number 34, H, carries 0.44; number 35, H, carries 0.28; number 36, H, carries 0.15; number 37, C, carries 0.43; number 38, C, carries -1.54; number 39, H, carries 0.28; number 40, H, carries 0.34; number 41, H, carries 0.49; number 42, C, carries -1.53; number 43, H, carries 0.49; number 44, H, carries 0.34; number 45, H, carries 0.26; number 46, C, carries -1.68; number 47, H, carries 0.47; number 48, H, carries 0.28; number 49, H, carries 0.37; number 50, C, carries -1.66; number 51, H, carries 0.27; number 52, H, carries 0.48; number 53, H, carries 0.37; number 54, H, carries -0.24; number 55, H, carries -0.23; number 56, H, carries 0.42; number 57, H, carries 0.37; number 58, O, carries -0.18; number 59, H, carries 0.24; number 60, H, carries -0.16; number 61, C, carries -0.88; number 62, S, carries 0.36; number 63, C, carries -0.87; number 64, O, carries -0.46; number 65, H, carries 0.51; number 66, H, carries 0.25; number 67, H, carries 0.23; number 68, H, carries 0.24; number 69, H, carries 0.23; number 70, H, carries 0.52